[1]
The following is a quantum chemistry calculation of C36H99N19O8P5Sr as an isolated structure at a distorted geometry, from the OMol25 dataset.

XYZ file:
```
168
Properties=species:S:1:pos:R:3:forces:R:3
Sr -0.7321 -2.2662 -0.3374 0.7 1.3 0.5
N 0.5598 0.5308 0.8251 -2.1 -0.3 -1.5
O 1.1141 -0.4481 0.3171 2.3 -1.8 -0.3
O -0.6846 0.5150 0.6435 -0.5 1.0 0.9
O 1.1818 1.4371 1.3421 0.0 0.4 0.6
O 0.8474 7.0090 2.3547 -0.5 -0.4 -1.2
P 1.9356 6.9992 1.3464 1.9 -0.1 -0.4
N 1.9528 8.3029 0.2502 0.4 0.7 1.1
C 0.6333 8.5466 -0.3285 0.3 -0.6 -0.6
C 3.1366 8.8794 -0.4711 -0.7 -0.8 0.9
N 2.0299 5.5959 0.3302 1.3 0.1 1.0
C 0.7845 4.9208 -0.0654 0.9 0.8 0.5
C 3.1753 5.3536 -0.6370 -1.1 0.8 0.2
N 3.4144 7.1410 2.1817 -0.1 -0.4 -2.7
C 3.9495 6.0891 2.9971 -0.6 -0.5 0.5
C 3.7268 8.4079 2.7861 -0.2 0.0 0.6
H 0.5333 9.5348 -0.7774 0.1 0.1 0.4
H -0.1691 8.3522 0.3832 0.2 0.2 0.2
H 0.5007 7.8335 -1.1421 -0.4 -0.1 -0.4
H 2.8806 9.8418 -0.9141 -0.3 -0.2 -0.2
H 3.5155 8.1679 -1.2048 0.0 0.4 -0.3
H 3.9469 9.0950 0.2254 -0.1 -0.2 0.0
H 0.4040 5.5275 -0.8871 -0.8 -0.6 -0.3
H 1.0428 3.8993 -0.3445 -0.3 0.0 -0.2
H 0.1175 4.9045 0.7965 -0.2 0.1 -0.3
H 4.1070 5.0429 -0.1641 -0.3 -0.1 0.1
H 2.8475 4.6412 -1.3940 0.0 -0.5 0.5
H 3.3981 6.2067 -1.2778 0.0 0.4 0.4
H 3.4736 6.1408 3.9763 0.0 -0.1 0.5
H 3.7467 5.0822 2.6322 0.1 0.1 -0.4
H 5.0173 6.2301 3.1650 0.1 -0.1 -0.2
H 3.5011 9.2788 2.1707 0.0 -0.2 0.1
H 4.7791 8.3647 3.0669 0.1 0.4 -0.1
H 3.1564 8.4388 3.7144 -0.1 0.6 0.3
O 1.4069 -3.4408 -0.8757 -0.9 0.5 1.1
P 2.6281 -4.0931 -1.3578 3.0 -2.0 -2.5
N 2.8875 -5.6159 -0.5779 -0.9 -0.4 0.5
C 2.5462 -5.7195 0.9187 0.8 0.9 -0.8
C 4.0380 -6.5013 -0.9474 -0.8 0.1 0.3
N 4.0770 -3.1723 -1.1635 -0.2 0.5 -0.5
C 4.2846 -2.2410 -0.0148 -1.0 -0.4 0.5
C 5.2951 -3.3517 -1.9940 0.1 -0.7 0.1
N 2.5835 -4.4018 -3.1158 1.4 1.1 3.8
C 2.6537 -3.2069 -3.9465 0.0 -0.9 -0.2
C 1.8661 -5.4830 -3.7144 0.0 -0.5 1.2
H 2.7703 -6.6797 1.3832 0.1 -0.3 -0.8
H 1.5228 -5.4847 1.2114 -0.1 0.1 -0.7
H 3.1958 -5.0213 1.4466 0.0 0.1 0.2
H 4.9809 -5.9548 -0.9290 0.1 -0.2 -0.2
H 3.8786 -7.0796 -1.8576 0.0 0.8 -0.6
H 4.0841 -7.3526 -0.2682 0.1 0.5 0.6
H 5.0645 -1.4837 -0.0955 0.2 -0.3 -1.0
H 3.3850 -1.6709 0.2170 -0.3 -0.1 -0.3
H 4.5247 -2.7497 0.9188 0.1 -0.5 0.0
H 5.1517 -3.8268 -2.9645 -0.7 0.4 0.0
H 5.8410 -2.4196 -2.1398 -0.4 0.2 0.0
H 6.0240 -4.0401 -1.5663 0.0 0.0 0.7
H 1.6765 -2.9468 -4.3533 0.0 0.2 0.4
H 3.0955 -2.3811 -3.3888 0.0 0.0 -0.4
H 3.2370 -3.5651 -4.7947 0.4 0.8 -0.3
H 2.2909 -5.7596 -4.6793 -0.3 0.4 -0.3
H 0.8179 -5.1843 -3.7086 -0.4 -0.6 -0.7
H 2.0110 -6.3616 -3.0857 -0.4 -0.1 0.0
O -3.0909 -1.7993 -0.2683 0.1 0.2 -0.3
P -4.5637 -1.8727 -0.1218 -3.7 0.7 -0.3
N -5.4305 -1.2565 -1.4994 2.5 -1.3 0.5
C -4.8327 -0.6100 -2.7108 0.7 -0.5 1.2
C -6.8526 -1.1633 -1.5153 -0.7 0.2 0.5
N -5.1579 -0.9080 1.1638 -0.3 -2.6 -0.5
C -6.4116 -1.1626 1.9535 0.9 0.0 -1.1
C -4.6920 0.4452 1.2486 0.0 0.2 0.5
N -5.1022 -3.4711 0.2204 -0.7 2.9 -1.2
C -5.7300 -4.3272 -0.7624 0.0 -0.6 -0.6
C -4.5729 -4.0724 1.3998 0.2 -0.9 -0.3
H -4.2845 -1.3191 -3.3310 -0.1 -0.1 0.0
H -4.1276 0.1535 -2.3820 0.0 0.2 -0.2
H -5.6208 -0.1480 -3.3054 0.0 0.0 0.2
H -7.2015 -1.5055 -2.4896 -0.3 0.2 0.0
H -7.1147 -0.1243 -1.3157 -0.5 0.1 -0.3
H -7.3678 -1.7591 -0.7619 0.3 -0.2 0.1
H -6.1609 -1.4729 2.9679 -0.1 0.0 0.0
H -6.9890 -0.2384 1.9773 0.0 0.0 0.1
H -7.0455 -1.9032 1.4658 0.2 -0.2 0.2
H -4.9285 0.7460 2.2692 0.5 0.4 0.1
H -3.6177 0.4698 1.0657 0.0 0.4 0.0
H -5.2570 1.1179 0.6034 0.2 0.1 -0.4
H -6.2106 -3.7968 -1.5844 0.4 0.3 0.1
H -5.0214 -5.0463 -1.1732 0.4 0.1 -0.3
H -6.5180 -5.0016 -0.4271 -0.2 0.3 1.0
H -3.9310 -3.3758 1.9390 -0.3 0.0 0.2
H -3.9518 -4.9066 1.0735 0.4 -0.3 0.2
H -5.3776 -4.5128 1.9886 0.0 0.2 0.5
O -0.5588 -1.2430 -2.6127 0.2 -0.1 0.8
P -0.3296 -0.4404 -3.8278 -0.1 3.0 -3.2
N -0.9963 -1.1176 -5.2650 2.2 0.1 -0.4
C -0.3607 -2.3745 -5.7975 0.5 1.4 0.3
C -2.4231 -1.1461 -5.4795 -0.2 -0.8 1.1
N 1.2881 -0.0822 -4.2308 -0.3 -1.6 0.7
C 2.2349 0.4553 -3.2018 -1.1 0.3 0.0
C 1.6181 0.3199 -5.6032 -0.1 -0.3 0.4
N -1.0392 1.1326 -3.7813 -0.7 -1.6 1.3
C -1.2879 2.0162 -4.9230 1.3 -1.0 0.1
C -1.2230 1.7543 -2.4483 -0.2 -0.3 -0.2
H -0.6228 -2.6016 -6.8308 -1.1 0.0 0.2
H -0.5299 -3.1900 -5.0942 0.1 -0.3 -0.3
H 0.6980 -2.2081 -5.9960 0.2 0.0 0.9
H -2.9188 -0.2185 -5.1932 0.1 0.0 -0.2
H -2.7480 -1.9501 -4.8191 -1.0 -0.1 0.1
H -2.6782 -1.4936 -6.4806 0.2 0.5 -0.2
H 1.9553 0.2411 -2.1702 -0.4 -0.5 -0.1
H 3.2679 0.1183 -3.2889 -0.1 -0.1 -0.5
H 2.2036 1.5444 -3.2342 0.3 0.2 -0.2
H 2.6337 -0.0249 -5.7975 0.2 0.5 -0.1
H 1.0015 -0.1614 -6.3623 -0.2 0.0 0.3
H 1.4839 1.3957 -5.7160 0.4 0.2 -0.2
H -0.5194 2.7860 -4.8528 -0.4 0.6 -0.3
H -1.0563 1.4577 -5.8300 -0.2 0.0 -0.1
H -2.3123 2.3852 -4.9719 0.1 0.1 0.2
H -1.5630 2.7844 -2.5551 0.0 -0.1 -0.3
H -0.3194 1.7851 -1.8395 0.3 -0.1 -0.1
H -1.9673 1.2310 -1.8482 -0.1 -0.1 0.0
O -0.7609 -2.4399 2.1861 -0.8 -0.9 -0.4
P -0.5986 -2.6552 3.6484 -0.1 0.5 2.1
N 1.0936 -2.5386 4.0598 -1.5 -0.2 0.7
C 1.9977 -3.6282 3.6201 -0.8 0.3 -0.1
C 1.7059 -1.1868 3.9746 -1.8 -0.2 -1.1
N -1.1320 -4.1563 4.2903 1.4 0.5 -1.0
C -0.7660 -4.4629 5.6647 -0.7 1.4 -0.1
C -2.0890 -5.0485 3.6811 0.7 -0.2 -1.8
N -1.5134 -1.4765 4.5427 1.5 0.2 1.5
C -2.9113 -0.9803 4.2480 1.7 -1.1 -0.9
C -1.0229 -0.9968 5.8998 -1.0 0.4 -0.7
H 1.6082 -4.6332 3.7831 -0.3 0.1 0.6
H 2.9303 -3.5261 4.1749 0.1 0.0 -0.2
H 2.1345 -3.6295 2.5387 0.4 0.6 -0.1
H 1.7718 -0.9257 2.9183 1.1 -0.1 -0.3
H 2.6164 -1.0641 4.5610 -0.1 -0.2 -0.1
H 0.9388 -0.4550 4.2278 0.2 0.0 0.7
H -0.4001 -5.4761 5.8311 0.1 0.1 -0.2
H -0.0499 -3.6865 5.9339 0.2 -0.5 0.5
H -1.6749 -4.2832 6.2389 0.1 -0.3 0.6
H -3.0368 -4.6043 3.3773 -0.2 0.0 0.8
H -1.6710 -5.3825 2.7315 0.1 -0.1 -0.4
H -2.1806 -5.9990 4.2068 -0.3 0.4 0.5
H -2.8930 0.1091 4.2809 -0.1 0.0 -0.3
H -3.1124 -1.4050 3.2645 -0.3 0.7 -0.4
H -3.7261 -1.3522 4.8692 0.4 -0.3 0.7
H 0.0567 -1.0174 6.0487 -0.2 -0.5 -0.1
H -1.5825 -1.3941 6.7466 0.2 -1.0 0.0
H -1.3179 0.0430 6.0412 0.2 0.5 -0.7
C 4.1838 1.4861 1.3090 0.9 0.4 -0.4
C 4.3081 1.9508 -0.1025 -1.0 -1.2 3.9
N 4.4108 2.3024 -1.1669 0.3 0.8 -2.9
H 5.2065 1.4969 1.6861 0.1 -0.3 0.1
H 3.7579 0.4859 1.3878 0.0 0.2 -0.2
H 3.6412 2.1607 1.9712 -0.3 0.1 -0.5
C -2.8394 3.4585 0.2984 -0.2 0.5 -0.6
C -3.9066 3.1946 -0.7115 1.2 0.0 0.5
N -4.6843 3.0249 -1.5396 -0.1 -0.1 0.1
H -3.1230 3.1311 1.2987 0.0 0.2 -0.1
H -2.5975 4.5205 0.2570 -0.6 0.3 0.4
H -1.8493 3.0683 0.0626 -0.3 -0.9 -0.3
C 0.7099 3.6992 3.2676 1.3 0.5 0.3
C -0.6300 3.1908 3.3798 -5.5 -2.4 0.2
N -1.7646 2.8147 3.5041 5.3 1.7 -0.6
H 1.2092 3.6842 2.2988 -1.0 0.2 -0.5
H 1.4716 3.1256 3.7956 -0.5 -0.2 0.8
H 0.6697 4.7151 3.6607 0.3 0.1 -0.1
```
Forces are in eV/Å.

For the HOMO-LUMO gap, the calculation gives 7.54 eV. The calculation puts the HOMO energy at -9.58 eV. As for the electronic energy: -130909.0522 eV. The charge is +1. The LUMO energy comes out at -2.04 eV. Its max |F| is 5.96 eV/Å.


[2]
The following is a quantum chemistry calculation of a 2-piece molecular cluster, C7H13N3O2 overall at a distorted geometry, from the OMol25 dataset.

XYZ file:
```
25
Properties=species:S:1:pos:R:3:forces:R:3
C 0.3106 2.2723 -0.9677 0.7 -0.1 -1.2
N 1.1226 1.3218 -0.2270 0.8 -0.6 -1.3
C 1.1733 0.1351 -0.6819 0.2 1.0 -0.1
N 1.9502 -0.8741 -0.1624 0.0 -0.3 0.1
C 1.4106 -2.2238 -0.2237 0.2 -0.2 0.2
N 2.6714 -0.5520 0.9995 0.1 -0.2 0.1
H 0.9489 3.0694 -1.3292 0.2 0.1 -0.4
H -0.2189 1.8096 -1.8185 0.1 0.1 0.0
H -0.4278 2.7325 -0.3401 0.0 0.3 -0.1
H 0.6031 -0.1903 -1.5575 0.0 0.0 0.0
H 0.7029 -2.4205 0.6006 0.2 0.0 -0.2
H 2.2347 -2.9474 -0.1533 -0.2 0.2 -0.1
H 0.9011 -2.3718 -1.1775 0.0 0.0 0.1
H 3.4598 -1.1924 1.0642 -0.2 0.2 0.0
H 2.0872 -0.6729 1.8265 0.0 0.0 0.0
C -0.3196 1.6130 1.4919 -3.2 -1.3 0.1
C -1.2869 1.2170 0.8618 1.0 0.5 2.7
C -2.4581 0.7673 0.1214 -0.3 0.3 -0.1
C -2.6527 -0.7364 0.0747 -0.4 0.3 0.0
O -3.7304 -1.2728 0.0675 0.4 0.1 0.0
O -1.4945 -1.4112 -0.0116 0.0 0.2 0.0
H 0.5402 1.9639 2.0001 0.1 0.0 0.1
H -2.4045 1.1061 -0.9299 0.1 -0.1 0.2
H -3.3826 1.1973 0.5380 0.3 -0.2 -0.2
H -1.7407 -2.3395 -0.0659 0.0 -0.4 0.0
```
Forces are in eV/Å.

As for the SMILES: C/N=C/N(C)N.C#CCC(=O)O. For the HOMO-LUMO gap, the calculation gives 8.53 eV. The calculation puts the HOMO energy at -8.03 eV. As for the electronic energy: -16030.9499 eV. The LUMO energy comes out at 0.51 eV. Its energy above the lowest of the compared OMol25 structures with the same formula, charge and spin is 4.545 eV. Its max |F| is 3.41 eV/Å.


[3]
The following is a quantum chemistry calculation of an isolated ion of composition C12H15N2O and charge +1 at a distorted geometry, from the OMol25 dataset.

XYZ file:
```
30
Properties=species:S:1:pos:R:3:forces:R:3
C -0.6596 1.5413 2.5336 0.4 0.9 0.4
C -0.9896 0.4209 1.5683 0.9 -3.1 3.3
O -1.1395 -0.7266 2.0343 0.1 2.9 -2.2
C -1.0982 0.7102 0.0270 -1.4 3.0 3.1
N -2.4112 0.0091 -0.1459 -4.4 -4.4 -4.0
N -3.3262 -0.6021 -0.4609 5.4 3.8 2.3
C 0.1589 0.6674 -0.9551 -1.2 -1.1 -2.4
C -0.4858 1.1589 -2.2775 0.2 0.2 -0.9
C 0.6047 -0.7885 -1.1516 0.2 -0.8 -0.1
C 1.2352 1.5746 -0.4952 2.8 0.5 1.4
C 2.2641 1.0773 0.3742 -0.3 1.0 0.7
C 3.2218 1.9511 0.9647 -0.9 -0.3 -0.5
C 3.2220 3.3136 0.6030 0.6 -1.0 0.4
C 2.3463 3.7536 -0.3826 0.7 0.9 0.4
C 1.4318 2.9009 -0.9481 -1.7 -0.6 -0.2
H -0.9519 2.5427 2.1495 0.3 -0.6 0.2
H -1.0735 1.4275 3.5799 0.1 -0.4 -1.4
H 0.4513 1.5345 2.6868 -0.8 0.1 -0.4
H -1.5460 1.7820 0.0907 1.0 -1.4 -0.7
H -0.9380 2.1570 -2.1232 0.0 -0.6 -0.2
H 0.2118 1.2497 -3.1678 -0.5 -0.2 1.3
H -1.2563 0.4188 -2.5656 0.2 0.5 0.0
H 1.1939 -1.1747 -0.3063 -0.5 0.0 -0.3
H -0.3136 -1.3918 -1.2618 0.5 -0.1 0.0
H 1.2373 -0.9889 -2.0601 -0.7 0.7 0.7
H 2.2899 0.0284 0.6895 -0.1 0.5 -0.1
H 3.9045 1.5533 1.7387 -0.4 0.3 -0.7
H 3.9767 3.9686 1.0600 -0.6 -0.1 -0.3
H 2.3715 4.8185 -0.6578 0.0 -0.7 -0.1
H 0.7835 3.2917 -1.7340 0.1 0.0 0.3
```
Forces are in eV/Å.

As for the SMILES: CC(=O)[C@H]([N+]#N)C(C)(C)c1ccccc1. For the HOMO-LUMO gap, the calculation gives 7.02 eV. The calculation puts the HOMO energy at -12.82 eV. As for the electronic energy: -17705.3368 eV. The charge is +1. The LUMO energy comes out at -5.80 eV. Its energy above the lowest of the compared OMol25 structures with the same formula, charge and spin is 3.025 eV. Its max |F| is 7.35 eV/Å.